Entry from the OMol25 dataset: a cluster of 4 separate species, C3H14O3S in total (the ωB97M-V functional and the def2-TZVPD basis).

Its SMILES is CCCS.O.O.O.

Geometry as ORCA input:
```
! wB97M-V def2-TZVPD RIJCOSX def2/J DEFGRID3
* xyz 0 1
C 0.44 -2.25 0.42
C 1.65 -1.38 0.15
C 1.18 0.08 -0.09
S 2.56 1.29 -0.45
H 0.73 -3.30 0.46
H -0.08 -2.05 1.36
H -0.32 -2.02 -0.34
H 2.16 -1.68 -0.76
H 2.31 -1.27 1.01
H 0.50 0.05 -0.94
H 0.60 0.53 0.71
H 3.51 0.33 -0.48
O -0.96 2.32 -1.09
H -0.80 2.13 -0.14
H -0.32 2.97 -1.34
O -2.45 -0.03 -0.82
H -3.39 -0.07 -1.07
H -2.11 0.76 -1.25
O -1.38 1.20 1.46
H -2.12 0.84 0.94
H -1.72 1.57 2.25
*
```

***

Entry from the OMol25 dataset: a cluster of 4 separate species, C3H14O3S2 in total (the ωB97M-V functional and the def2-TZVPD basis).

Its SMILES is CCCSS.O.O.O.

Geometry as ORCA input:
```
! wB97M-V def2-TZVPD RIJCOSX def2/J DEFGRID3
* xyz 0 1
C -0.48 -1.04 -3.07
C -0.59 0.21 -2.17
C -1.81 0.25 -1.27
S -1.63 1.27 0.23
S -1.58 3.13 -0.74
H 0.06 -1.86 -2.58
H 0.06 -0.80 -3.99
H -1.50 -1.41 -3.26
H 0.31 0.37 -1.56
H -0.58 1.08 -2.83
H -2.73 0.56 -1.78
H -2.09 -0.72 -0.87
H -0.53 3.63 -0.07
O 2.61 1.06 3.90
H 1.66 1.23 3.97
H 2.58 0.69 3.00
O 1.46 -0.73 1.02
H 1.47 -0.47 0.09
H 0.54 -0.84 1.27
O 0.62 -1.82 3.83
H 0.78 -1.33 3.02
H 1.37 -2.44 3.86
*
```

***

Entry from the OMol25 dataset: a cluster of 4 separate species, C3H14O4 in total (the ωB97M-V functional and the def2-TZVPD basis).

Its SMILES is CCCO.O.O.O.

Geometry as ORCA input:
```
! wB97M-V def2-TZVPD RIJCOSX def2/J DEFGRID3
* xyz 0 1
C -2.69 -0.61 -0.17
C -1.64 0.42 -0.58
C -0.22 -0.06 -0.41
O 0.75 0.95 -0.55
H -2.42 -1.63 -0.44
H -3.66 -0.39 -0.60
H -2.82 -0.59 0.91
H -1.76 0.76 -1.62
H -1.76 1.31 0.02
H -0.09 -0.55 0.56
H 0.04 -0.82 -1.17
H 0.78 1.48 0.27
O 2.06 -1.35 1.72
H 2.44 -1.06 0.88
H 1.38 -1.99 1.47
O 2.42 0.57 -2.94
H 2.14 -0.35 -2.88
H 1.93 1.02 -2.24
O 0.78 1.11 2.34
H 1.07 1.50 3.17
H 1.28 0.28 2.27
*
```

***

Entry from the OMol25 dataset: a cluster of 4 separate species, C3H14O4 in total (the ωB97M-V functional and the def2-TZVPD basis).

Its SMILES is CCCO.O.O.O.

Geometry as ORCA input:
```
! wB97M-V def2-TZVPD RIJCOSX def2/J DEFGRID3
* xyz 0 1
C -2.53 0.02 1.42
C -1.11 -0.03 0.76
C -0.40 1.27 1.03
O 0.75 1.47 0.15
H -2.79 1.02 1.76
H -3.30 -0.19 0.69
H -2.60 -0.71 2.20
H -1.36 -0.19 -0.28
H -0.56 -0.87 1.18
H 0.08 1.33 2.00
H -1.08 2.08 0.80
H 0.48 1.15 -0.73
O 1.96 -1.50 -1.75
H 2.30 -2.39 -1.82
H 2.43 -1.05 -1.01
O 2.75 -0.54 0.69
H 1.90 -0.35 1.09
H 3.02 0.29 0.28
O -0.27 -0.21 -2.61
H -0.22 0.11 -3.52
H 0.54 -0.68 -2.32
*
```

***

Entry from the OMol25 dataset: a structure of composition C3H14O4 (the ωB97M-V functional and the def2-TZVPD basis).

Geometry as ORCA input:
```
! wB97M-V def2-TZVPD RIJCOSX def2/J DEFGRID3
* xyz 0 1
C -0.66 0.02 1.26
O -0.74 2.81 -0.45
C 0.83 0.22 1.25
C -0.18 -0.08 2.77
H -0.92 -0.95 0.88
H -1.31 0.80 0.89
H -1.10 3.44 -1.11
H 1.50 -0.61 1.29
H 1.25 1.20 1.39
H -1.15 0.15 3.39
H -0.08 -1.16 2.98
H 0.52 0.53 3.42
H -1.18 -1.19 -2.51
H 0.02 -0.04 -1.91
O -0.76 -0.98 -1.66
H 0.33 -2.54 -1.14
H 1.50 -2.65 -0.20
O 0.71 -3.08 -0.42
H -0.18 2.18 -0.97
H 1.03 1.30 -2.79
O 0.76 1.08 -1.89
*
```

***

Entry from the OMol25 dataset: a cluster of 4 separate species, C3H14O4 in total (the ωB97M-V functional and the def2-TZVPD basis).

Its SMILES is CC(C)O.O.O.O.

Geometry as ORCA input:
```
! wB97M-V def2-TZVPD RIJCOSX def2/J DEFGRID3
* xyz 0 1
C 0.33 -1.18 -2.18
C 1.54 -0.37 -2.51
C 2.36 -0.05 -1.32
O 1.10 0.84 -3.17
H -0.43 -1.01 -3.03
H -0.07 -0.72 -1.24
H 0.60 -2.28 -2.00
H 2.19 -0.83 -3.18
H 2.91 -0.91 -0.91
H 1.91 0.38 -0.42
H 3.04 0.71 -1.60
H 1.90 1.14 -3.50
O -2.88 -3.85 1.02
H -2.26 -3.80 0.30
H -3.32 -3.09 0.78
O -1.73 4.07 2.53
H -1.28 4.80 2.17
H -2.68 4.23 2.24
O 0.04 0.19 4.22
H -0.76 0.66 4.46
H 0.64 0.29 5.02
*
```

***

LUMO level
In order: 0.49, 0.07, 0.42, 0.71, -1.71, 0.74
Unit: eV